Entry 1:
21
Properties=species:S:1:pos:R:3 method="wB97M-V/def2-TZVPD" multiplicity=1 gap_ev=8.7692 smiles="O=S(=O)([O-])N(O)C1CCCC1" charge=-1 lumo_ev=3.53
C -1.02 1.92 0.65
C -1.98 0.70 0.64
C 0.38 1.43 0.24
C -1.34 -0.18 -0.42
C 0.16 -0.07 0.01
N 1.03 -0.63 -0.93
O -0.04 -2.77 -0.36
O 1.93 -2.84 -1.72
O 2.16 -2.21 0.62
O 2.36 -0.05 -0.87
S 1.29 -2.29 -0.58
H -1.56 2.54 -0.02
H -0.82 2.46 1.61
H -1.90 0.35 1.70
H -3.04 0.78 0.30
H 0.78 1.75 -0.69
H 1.29 1.62 0.78
H -1.57 -1.35 -0.37
H -1.26 0.18 -1.52
H 0.46 -0.62 1.02
H 2.71 -0.71 -0.12

Entry 2:
20
Properties=species:S:1:pos:R:3 method="wB97M-V/def2-TZVPD" multiplicity=1 gap_ev=4.0306 charge=+1 lumo_ev=-10.22
C -2.52 -0.90 -0.44
C -3.38 0.15 0.22
N 1.97 1.15 0.97
C 2.88 0.58 -0.01
C 2.15 0.16 -1.31
H -3.20 -1.45 -1.12
H -1.55 -0.57 -0.81
H -2.43 -1.64 0.38
H -2.94 0.63 1.15
H -4.33 -0.18 0.68
H -3.65 1.04 -0.38
H 2.48 1.59 1.73
H 3.68 1.32 -0.18
H 3.31 -0.32 0.46
H 1.70 0.99 -1.85
H 1.38 -0.54 -1.05
H 2.94 -0.32 -1.91
H 1.14 0.52 1.08
H 0.16 -1.54 1.45
O 0.21 -0.69 0.95

Entry 3:
17
Properties=species:S:1:pos:R:3 method="wB97M-V/def2-TZVPD" multiplicity=2 gap_ev="11.2733 / 6.5309" s_squared=0.755 lumo_ev="0.36 / -4.36"
O 1.38 -0.02 0.34
C 0.44 0.39 1.12
O 0.08 -0.12 2.17
C -0.42 1.45 0.42
C -1.63 0.73 -0.24
O -1.53 0.59 -1.63
H 0.19 2.06 -0.26
H -0.74 2.24 1.10
H -1.72 -0.23 0.26
H -2.49 1.35 0.02
H -0.63 0.32 -1.88
H 1.09 -2.77 0.90
H 0.90 -1.74 2.04
O 1.30 -2.60 1.82
H 1.41 -0.05 -1.48
H 1.25 -1.27 -2.33
O 1.14 -0.32 -2.38

Entry 4:
9
Properties=species:S:1:pos:R:3 method="wB97M-V/def2-TZVPD" multiplicity=1 gap_ev="5.1408 / 5.2923" charge=+2 lumo_ev="-11.39 / -11.26"
C 1.02 -1.23 -2.57
C 0.23 -0.65 -1.67
C -0.37 0.20 -0.95
C -1.07 1.00 -0.13
O -0.81 1.22 1.14
Sc 0.12 0.42 2.62
H 2.04 -1.51 -2.32
H 0.65 -1.47 -3.57
H -1.97 1.50 -0.52

Entry 5:
10
Properties=species:S:1:pos:R:3 method="wB97M-V/def2-TZVPD" multiplicity=1 gap_ev=9.4989 smiles="[NH2+]=C=NN1C=C1" charge=+1 lumo_ev=-4.79
C -1.48 -0.33 -0.28
C -2.39 0.39 0.30
C 0.67 -0.02 1.20
N -1.54 -0.38 1.21
N -0.44 0.12 1.67
N 1.84 -0.04 0.66
H -0.92 -0.91 -1.06
H -3.19 1.11 0.31
H 2.35 -0.82 0.43
H 1.96 0.73 0.15

Entry 6:
86
Properties=species:S:1:pos:R:3 method="wB97M-V/def2-TZVPD" multiplicity=1 gap_ev=6.6753 charge=-1 lumo_ev=2.91
Ag 0.29 1.06 0.79
C -1.81 -4.60 -2.35
C -0.34 -4.20 -2.21
C 0.41 -4.53 -3.50
P -0.21 -2.37 -1.89
C -0.94 -2.17 -0.19
C -2.44 -1.90 -0.21
C -0.57 -3.24 0.83
C 1.56 -2.20 -1.43
C 2.43 -3.26 -1.17
C 3.76 -3.06 -0.86
C 4.25 -1.76 -0.80
C 3.41 -0.69 -1.04
C 2.05 -0.88 -1.34
N 1.18 0.19 -1.46
C 1.43 1.14 -2.38
C 2.30 0.97 -3.49
C 2.44 1.93 -4.46
C 1.74 3.14 -4.40
C 0.90 3.35 -3.32
C 0.75 2.40 -2.31
P -0.34 2.66 -0.89
C -0.19 4.47 -0.55
C 1.23 4.75 -0.05
C -1.22 4.93 0.48
C -2.06 2.44 -1.55
C -3.02 2.06 -0.41
C -2.07 1.35 -2.62
H -1.90 -5.64 -2.70
H -2.32 -3.96 -3.08
H -2.35 -4.53 -1.40
H 0.09 -4.78 -1.39
H -0.04 -3.99 -4.34
H 0.34 -5.60 -3.73
H 1.46 -4.26 -3.45
H -0.46 -1.24 0.13
H -3.02 -2.79 -0.44
H -2.70 -1.13 -0.94
H -2.77 -1.54 0.78
H -1.07 -4.19 0.62
H -0.87 -2.92 1.83
H 0.50 -3.41 0.86
H 2.06 -4.28 -1.22
H 4.41 -3.90 -0.66
H 5.29 -1.58 -0.55
H 3.78 0.33 -0.97
H 2.84 0.03 -3.58
H 3.10 1.74 -5.30
H 1.85 3.89 -5.17
H 0.35 4.28 -3.26
H -0.36 5.01 -1.48
H 1.42 4.21 0.88
H 1.35 5.82 0.14
H 1.97 4.44 -0.78
H -1.15 4.34 1.40
H -2.24 4.85 0.10
H -1.05 5.98 0.74
H -2.37 3.39 -1.99
H -2.73 1.09 0.00
H -4.04 1.98 -0.79
H -3.01 2.78 0.41
H -1.56 0.45 -2.27
H -1.55 1.67 -3.53
H -3.10 1.08 -2.88
C -1.52 1.02 5.83
N -1.66 1.41 4.45
C -0.69 2.43 4.10
C -1.64 0.27 3.52
C -0.35 -0.52 3.44
C -0.14 -1.53 4.38
C 1.02 -2.28 4.39
C 1.99 -2.02 3.43
C 1.77 -1.03 2.48
C 0.61 -0.24 2.45
H -1.69 1.90 6.47
H -0.53 0.61 6.08
H -2.28 0.27 6.08
H -0.85 3.31 4.73
H -0.82 2.72 3.05
H 0.35 2.10 4.22
H -1.87 0.66 2.53
H -2.46 -0.39 3.82
H -0.91 -1.74 5.12
H 1.17 -3.07 5.12
H 2.90 -2.61 3.40
H 2.54 -0.88 1.72

Entry 7:
98
Properties=species:S:1:pos:R:3 method="wB97M-V/def2-TZVPD" multiplicity=4 gap_ev="7.3797 / 6.4742" s_squared=3.785 lumo_ev="-0.66 / -1.98"
Re -1.24 0.04 1.07
C 2.48 -0.34 3.13
C 2.19 1.13 3.18
C 3.21 2.04 3.45
C 2.92 3.39 3.60
C 1.61 3.82 3.52
C 0.57 2.94 3.25
C -0.83 3.45 3.24
C 0.88 1.59 3.03
N -0.15 0.60 2.81
C -0.44 -0.06 3.97
O 0.00 0.18 5.08
C -1.40 -1.19 3.78
C -1.88 -1.98 4.80
C -2.81 -2.96 4.49
C -3.25 -3.11 3.18
C -2.72 -2.28 2.22
N -1.79 -1.37 2.52
C -3.15 -2.27 0.78
O -3.97 -3.08 0.40
N -2.54 -1.30 0.04
C -2.94 -1.40 -1.35
C -3.97 -0.61 -1.87
C -4.72 0.40 -1.05
C -4.35 -0.81 -3.19
C -3.75 -1.77 -3.98
C -2.77 -2.59 -3.43
C -2.37 -2.42 -2.11
C -1.42 -3.40 -1.48
H 3.56 -0.53 3.18
H 2.09 -0.81 2.23
H 2.03 -0.84 3.99
H 4.22 1.68 3.56
H 3.72 4.09 3.82
H 1.38 4.87 3.68
H -0.89 4.40 3.78
H -1.52 2.75 3.71
H -1.18 3.63 2.22
H -1.53 -1.80 5.81
H -3.21 -3.60 5.27
H -4.00 -3.83 2.88
H -5.76 0.45 -1.39
H -4.29 1.39 -1.17
H -4.72 0.15 0.01
H -5.14 -0.19 -3.60
H -4.06 -1.91 -5.01
H -2.34 -3.39 -4.02
H -1.00 -4.07 -2.23
H -1.94 -4.01 -0.74
H -0.60 -2.89 -0.97
S -3.15 1.22 1.94
C -2.85 2.44 0.75
S -1.48 2.03 -0.23
C -3.59 3.58 0.59
C -4.71 3.84 1.44
N -5.62 4.02 2.12
C -3.25 4.52 -0.43
N -2.94 5.26 -1.25
C 3.74 2.12 -2.17
Si 2.88 1.65 -0.57
C 2.02 3.19 0.03
C 4.29 1.04 0.49
Sb 1.08 -0.26 -0.76
Si 2.74 -2.25 -0.91
C 1.95 -3.86 -1.44
C 3.60 -2.60 0.72
C 4.01 -1.74 -2.19
Si 0.45 -0.11 -3.32
C 1.69 0.84 -4.34
C 0.48 -1.84 -4.03
C -1.16 0.78 -3.54
H 4.58 2.74 -1.85
H 3.12 2.72 -2.84
H 4.15 1.28 -2.73
H 2.76 3.98 0.15
H 1.51 3.05 0.98
H 1.29 3.52 -0.71
H 4.87 1.92 0.81
H 4.95 0.41 -0.11
H 3.99 0.50 1.38
H 1.23 -4.22 -0.70
H 2.75 -4.60 -1.51
H 1.45 -3.80 -2.40
H 2.89 -2.93 1.48
H 4.16 -1.75 1.10
H 4.30 -3.42 0.54
H 3.55 -1.49 -3.15
H 4.70 -2.57 -2.35
H 4.60 -0.88 -1.86
H 2.72 0.50 -4.25
H 1.65 1.91 -4.14
H 1.38 0.69 -5.38
H 1.51 -2.19 -4.16
H 0.02 -1.80 -5.02
H -0.07 -2.57 -3.44
H -1.06 1.83 -3.25
H -1.99 0.35 -2.99
H -1.41 0.75 -4.61

Entry 8:
17
Properties=species:S:1:pos:R:3 method="wB97M-V/def2-TZVPD" multiplicity=1 gap_ev=9.4865 smiles=CCCP(C)O lumo_ev=1.05
C -2.26 1.72 -0.13
C -0.83 1.15 -0.37
C 1.72 -2.41 0.35
C -0.47 -0.25 -0.09
O 2.29 0.21 0.46
P 1.36 -0.85 -0.56
H -2.22 2.74 -0.22
H -2.56 1.64 0.88
H -0.58 1.49 -1.36
H -2.92 1.27 -0.82
H -0.26 1.88 0.13
H 1.13 -2.76 1.23
H 1.80 -3.27 -0.38
H 2.87 -2.27 0.73
H -1.04 -0.82 -0.81
H -0.55 -0.47 0.96
H 2.53 1.00 0.00